The following is a DFT calculation (ωB97M-V/def2-TZVPD) of a cluster of 6 separate species, C33H55Cl2F7N5O16 in total in a non-equilibrium geometry.

XYZ file:
```
118
Properties=species:S:1:pos:R:3:lowdin_charge:R:1
C 2.284 -0.355 -5.013 -0.1548
C 0.844 -0.367 -4.534 -0.6882
Cl -0.122 0.377 -5.860 0.6886
C 0.247 -1.784 -4.334 -0.5941
Cl 1.454 -3.117 -4.325 0.7569
N -0.664 -1.950 -3.206 0.0524
C -1.803 -2.628 -3.321 -0.1339
C -2.384 -3.360 -4.509 -0.3639
F -2.890 -2.423 -5.347 0.1590
F -1.452 -4.047 -5.196 0.1408
C -3.537 -4.345 -4.166 -0.3580
F -3.834 -4.941 -5.337 0.1674
F -4.630 -3.695 -3.760 0.1761
C -3.151 -5.474 -3.137 -0.5122
F -1.827 -5.493 -2.915 0.1691
F -3.544 -6.666 -3.596 0.1917
F -3.789 -5.247 -1.977 0.1626
N -2.506 -2.632 -2.212 0.2624
C -1.773 -1.918 -1.342 -0.2429
N -2.246 -1.713 -0.118 0.1481
C -1.697 -0.951 0.982 -0.0977
C -0.721 -1.794 1.790 -0.3741
C -1.119 -1.911 3.318 0.0388
O -1.131 -2.980 2.149 -0.0432
N -0.609 -1.504 -1.892 0.1020
C 0.502 -0.756 -1.336 -0.0820
C 1.855 -1.333 -1.631 -0.2481
N 2.821 -0.531 -1.735 0.1527
H 2.511 0.669 -5.277 0.0834
H 2.357 -0.915 -5.934 0.0779
H 2.976 -0.701 -4.264 0.0491
H 0.693 0.286 -3.690 0.0744
H -0.319 -1.975 -5.227 0.0655
H -3.131 -2.156 0.053 0.1712
H -1.187 -0.034 0.713 0.1221
H -2.468 -0.741 1.701 0.1309
H 0.333 -1.703 1.586 0.1304
H -1.141 -2.699 4.075 0.1344
H -0.035 -1.677 3.567 0.0891
H 0.446 0.271 -1.672 0.1334
H 0.464 -0.714 -0.258 0.1024
H 1.984 -2.409 -1.688 0.1021
H 3.688 -1.045 -1.874 0.0786
C 2.917 -5.850 1.965 -0.0561
C 2.764 -4.380 2.291 -0.2191
O 4.009 -3.784 2.677 0.0438
C 4.842 -3.490 1.683 -0.6198
O 4.627 -3.655 0.508 0.1055
O 5.950 -2.989 2.209 0.0167
C 6.983 -2.693 1.263 -0.0279
H 3.387 -6.375 2.796 0.0877
H 1.944 -6.299 1.769 0.0820
H 3.546 -5.993 1.087 0.0771
H 2.104 -4.254 3.148 0.1215
H 2.330 -3.828 1.455 0.1060
H 6.612 -2.055 0.465 0.0910
H 7.389 -3.615 0.850 0.1020
H 7.762 -2.171 1.808 0.0968
C 1.061 3.514 6.765 -0.0607
C 1.496 2.488 5.744 -0.2038
O 0.380 2.018 4.964 0.0363
C -0.031 2.841 4.009 -0.6189
O 0.452 3.899 3.715 0.1331
O -1.089 2.281 3.408 -0.0095
C -1.682 3.101 2.402 -0.0462
H 0.253 3.121 7.382 0.0855
H 1.895 3.789 7.410 0.0847
H 0.689 4.417 6.282 0.0772
H 1.896 1.606 6.240 0.1219
H 2.274 2.877 5.088 0.1234
H -0.943 3.429 1.672 0.0956
H -2.175 3.963 2.847 0.0939
H -2.429 2.494 1.897 0.0874
C -3.769 7.492 5.974 -0.0630
C -4.030 6.236 6.778 -0.2118
O -2.822 5.705 7.341 0.0315
C -2.378 6.333 8.429 -0.6176
O -2.902 7.265 8.973 0.1328
O -1.242 5.747 8.806 -0.0046
C -0.603 6.369 9.925 -0.0343
H -3.004 7.307 5.218 0.0755
H -4.682 7.822 5.479 0.0811
H -3.413 8.299 6.612 0.0769
H -4.419 5.451 6.133 0.1197
H -4.763 6.410 7.565 0.1246
H -1.290 6.469 10.761 0.0966
H -0.211 7.343 9.640 0.1000
H 0.219 5.720 10.211 0.0915
C 2.554 -6.585 -7.431 -0.0568
C 3.152 -5.850 -6.251 -0.2354
O 4.558 -6.089 -6.132 0.0402
C 5.322 -5.392 -6.974 -0.6177
O 4.934 -4.580 -7.770 0.1239
O 6.586 -5.743 -6.769 0.0118
C 7.524 -5.121 -7.655 -0.0315
H 2.790 -7.647 -7.376 0.0859
H 1.470 -6.465 -7.446 0.0787
H 2.954 -6.207 -8.371 0.0784
H 2.713 -6.216 -5.324 0.1177
H 2.959 -4.778 -6.309 0.0886
H 7.411 -4.040 -7.647 0.0948
H 7.397 -5.505 -8.665 0.1008
H 8.513 -5.383 -7.292 0.0947
C -5.838 5.270 -3.031 -0.0660
C -6.479 5.602 -1.701 -0.2081
O -5.591 5.339 -0.601 0.0344
C -4.650 6.258 -0.402 -0.6188
O -4.497 7.268 -1.032 0.1342
O -3.903 5.866 0.632 -0.0043
C -2.803 6.733 0.921 -0.0358
H -5.471 4.242 -3.031 0.0776
H -6.560 5.385 -3.839 0.0821
H -4.991 5.923 -3.231 0.0752
H -7.345 4.965 -1.531 0.1224
H -6.818 6.636 -1.667 0.1257
H -3.125 7.763 1.043 0.0986
H -2.056 6.667 0.131 0.0997
H -2.363 6.386 1.852 0.0824
```

Calculated values
Net charge: +1
Kohn-Sham gap, eV: 8.504


The following is a DFT calculation (ωB97M-V/def2-TZVPD) of a cluster of 4 separate species, C3H10N2O3 in total in a non-equilibrium geometry.

XYZ file:
```
18
Properties=species:S:1:pos:R:3:lowdin_charge:R:1
C 2.603 0.012 0.128 -0.1598
C 1.669 -1.035 0.137 -0.1407
N 0.513 -0.493 0.576 0.0313
C 0.729 0.832 0.843 -0.2032
N 2.006 1.133 0.659 0.0347
H 3.602 -0.006 -0.249 0.0801
H 1.937 -2.077 -0.042 0.1064
H -0.353 -0.986 0.703 0.1155
H 0.030 1.604 1.083 0.1113
O -2.264 -0.721 2.193 -0.0427
H -2.883 -1.354 1.821 0.0443
H -2.620 0.012 2.661 0.0250
O -2.080 0.485 -0.500 -0.0757
H -2.866 1.003 -0.757 0.0585
H -1.437 0.570 -1.230 0.0120
O 0.180 0.608 -2.710 -0.0507
H 0.947 0.483 -3.277 0.0485
H 0.286 -0.070 -2.038 0.0052
```

Calculated values
SMILES: c1c[nH]cn1.O.O.O
Net charge: 0
Kohn-Sham gap, eV: 9.043
ΔE to the lowest compared entry with this formula, charge and spin, kJ/mol: 116.06


The following is a DFT calculation (ωB97M-V/def2-TZVPD) of a structure of composition C24H26MgN4Si in a non-equilibrium geometry.

XYZ file:
```
56
Properties=species:S:1:pos:R:3:lowdin_charge:R:1
C 0.793 -0.366 -2.181 -0.1619
C 1.010 1.008 -1.894 -0.1835
C 1.963 1.117 -0.847 -0.1795
H 0.591 1.850 -2.440 0.0863
C 2.359 -0.209 -0.479 -0.2577
C 1.625 -1.124 -1.307 -0.2549
H 1.810 -2.194 -1.369 0.0832
H 0.202 -0.763 -2.999 0.0899
H 2.410 2.034 -0.492 0.0847
H 3.189 -0.460 0.169 0.0826
Mg 0.253 -0.408 0.548 0.7563
C -3.746 4.872 1.960 -0.0733
H -3.015 4.535 2.701 0.0146
H -3.411 5.803 1.484 0.0278
H -3.979 4.109 1.208 -0.0373
Si -1.889 2.491 0.171 0.6776
C -2.961 2.048 -1.274 -0.3631
C -2.561 1.742 -2.601 -0.1002
H -1.501 1.578 -2.833 0.0794
C -3.530 1.686 -3.613 -0.0981
H -3.225 1.494 -4.646 0.0986
C -4.884 1.876 -3.297 -0.1151
H -5.637 1.833 -4.082 0.0893
C -5.293 2.089 -1.971 -0.1072
H -6.347 2.221 -1.716 0.0953
C -4.342 2.128 -0.950 -0.1486
H -4.631 2.272 0.101 0.0756
C -0.643 3.772 -0.276 -0.3703
C -0.961 4.670 -1.324 -0.1091
H -1.892 4.531 -1.889 0.0989
C -0.097 5.731 -1.611 -0.1011
H -0.373 6.435 -2.399 0.0967
C 1.090 5.884 -0.885 -0.1083
H 1.754 6.716 -1.112 0.0911
C 1.434 4.975 0.127 -0.1065
H 2.364 5.096 0.689 0.0966
C 0.583 3.908 0.427 -0.1451
H 0.844 3.182 1.211 0.0800
H -2.499 2.526 1.548 -0.0667
H -4.684 5.074 2.487 0.0116
N 0.696 -3.657 2.965 0.1116
C 1.926 -3.996 2.390 -0.0447
C 2.172 -3.039 1.440 -0.0841
N 1.124 -2.137 1.408 0.0447
C 0.231 -2.545 2.328 -0.2433
C -0.990 -1.813 2.610 -0.2557
N -1.374 -0.715 1.918 0.0429
C -2.558 -0.283 2.507 -0.0984
C -2.862 -1.093 3.563 -0.0525
N -1.860 -2.054 3.635 0.1083
H 0.214 -4.175 3.705 0.1665
H 2.510 -4.832 2.707 0.1111
H 3.037 -2.946 0.791 0.1220
H -3.072 0.582 2.115 0.0645
H -3.675 -1.052 4.269 0.1175
H -1.777 -2.825 4.298 0.1612
```

Calculated values
Net charge: 0
Kohn-Sham gap, eV: 3.667
ΔE to the lowest compared entry with this formula, charge and spin, kJ/mol: 0.00


| no. | LUMO energy (eV) |
| --- | --- |
| 1 | -3.575 |
| 2 | 0.520 |
| 3 | -0.713 |